[1]
ORCA calculation (ωB97M-V with the def2-TZVPD basis set) on 11 unconnected molecules or ions with the total composition H22O11 in a non-equilibrium geometry.

```
33
Properties=species:S:1:pos:R:3:forces:R:3
O -0.4536 -0.2505 0.4108 -0.016 -0.068 -5.162
H -1.0520 -0.5794 -0.2694 -0.036 0.557 -0.476
H 0.1765 0.2940 -0.0745 0.110 0.121 -0.281
O -0.4065 -0.3097 2.3105 -0.137 -0.004 5.519
H 0.1777 -1.0616 2.4603 -0.026 -0.133 -0.218
H -1.0225 -0.3402 3.0512 0.058 0.014 0.488
O 4.6844 -0.9675 0.2991 -0.001 0.097 -0.004
H 3.8112 -0.5766 0.1817 -0.039 0.056 0.040
H 5.1667 -0.3129 0.8167 -0.068 -0.083 -0.020
O -2.6725 2.9169 1.8402 -0.015 0.140 0.220
H -1.9327 2.7310 2.4293 -0.012 -0.098 -0.140
H -3.1749 3.5975 2.3023 0.011 -0.062 -0.079
O -1.7849 1.9909 -3.2571 -0.037 -0.033 -0.245
H -2.0573 2.6474 -3.9081 -0.012 -0.057 0.068
H -2.1385 1.1617 -3.5981 0.008 0.055 0.069
O 0.0568 3.4354 -1.2598 0.439 0.157 0.105
H -0.2165 4.1334 -1.8656 -0.067 -0.125 0.105
H 0.7140 2.9365 -1.7579 -0.290 -0.121 -0.202
O 2.6930 1.3461 -2.2883 -0.048 0.221 0.148
H 2.9487 2.1811 -1.8805 0.211 0.004 -0.180
H 3.4709 1.0840 -2.7935 -0.058 -0.067 0.029
O 0.7531 -3.1214 1.7029 0.120 -0.002 0.169
H 1.1376 -3.2701 2.5741 -0.024 -0.118 -0.048
H 1.5099 -3.1390 1.1064 -0.060 0.069 -0.033
O -3.0790 -4.4442 0.3798 -0.115 -0.602 0.637
H -2.1489 -4.2040 0.4586 -0.148 0.060 -0.219
H -3.2343 -5.0300 1.1293 -0.058 -0.023 -0.048
O 2.1024 1.7295 0.8786 0.087 0.009 -0.220
H 1.3171 2.1648 1.2291 -0.056 -0.077 0.038
H 2.1203 1.9897 -0.0493 -0.091 -0.084 0.216
O -2.1654 -2.5702 -0.9444 0.359 0.538 -0.448
H -1.5891 -2.1202 -0.3163 0.005 -0.267 0.152
H -1.8064 -2.3298 -1.8059 0.003 -0.073 0.019
```
Positions in Å, forces in eV/Å.

Calculated values
largest force on an atom: 0.10736 Eh/bohr
net charge: 0
E_LUMO: 0.13 eV
SMILES: O.O.O.O.O.O.O.O.O.O.O

---

[2]
ORCA calculation (ωB97M-V with the def2-TZVPD basis set) on 12 unconnected molecules or ions with the total composition H23O12 in a non-equilibrium geometry.

```
35
Properties=species:S:1:pos:R:3:forces:R:3
O 3.5267 1.5398 2.5722 -2.499 1.206 -0.639
H 2.5386 1.5376 2.4073 1.394 0.864 -0.216
H 0.8909 2.7658 -0.7530 -0.793 -0.286 2.594
O 0.6560 -0.2214 0.1467 0.277 6.110 -3.137
H 0.1444 0.6501 -0.1543 1.243 -3.335 1.683
H 0.2021 -0.8543 0.6827 -2.015 -1.100 0.958
O 3.3026 1.2441 -2.8275 -1.936 -0.794 -0.928
H 2.2960 1.1539 -2.9859 2.666 0.423 0.662
O 0.4403 2.6470 0.1699 -3.237 2.114 -5.916
H -1.9092 -2.6963 0.5575 -0.697 -0.851 -2.589
H 1.1025 2.4478 0.7076 4.445 -1.558 3.832
O -1.2629 2.2048 -1.7856 -0.165 -0.882 2.489
H -1.4265 1.2230 -1.7693 0.322 1.370 -0.220
H 1.9312 3.8650 -2.8138 2.095 4.584 -2.424
O 2.3023 -1.9956 0.0954 -0.933 -0.276 -1.840
H 1.4148 -2.3333 0.4811 2.075 0.979 -1.329
H 3.3866 1.7104 -1.9949 -0.270 -0.030 0.156
O -2.5922 -3.1285 -0.1309 1.010 -0.463 2.124
H -2.5021 -4.0715 0.1454 -0.253 1.039 -0.614
H 2.1348 -1.4649 -0.7835 -0.133 -1.687 3.108
O -3.6175 0.8176 1.2161 -0.177 -0.921 2.001
H -3.7106 0.3230 2.0870 0.065 1.143 -1.525
H -3.2105 0.1285 0.6900 0.125 -0.255 -0.476
O -4.3467 -1.2242 -1.2985 -7.607 4.760 -0.610
H -3.6649 -1.7280 -1.2334 7.209 -5.179 0.816
H -4.1167 -0.3298 -1.5122 0.360 0.376 -0.161
O -0.4833 -2.1511 1.1319 3.758 -0.695 -3.132
H 3.4704 0.6666 2.8929 1.070 -2.203 0.792
H -1.1576 -2.1453 1.6855 -4.522 0.529 4.748
O 1.4734 -2.8644 2.6924 -2.537 -4.715 1.418
H 0.5469 -2.5559 2.3002 1.741 -0.613 0.064
H 1.2306 -3.9605 2.9669 1.120 5.121 -1.318
O 1.5541 3.1671 -2.4355 -1.956 -4.680 2.783
H -1.1517 2.4007 -0.7727 -0.272 -0.434 -2.539
H 0.6073 3.2322 -2.3776 -0.974 0.338 -0.619
```
Positions in Å, forces in eV/Å.

Calculated values
largest force on an atom: 0.17490 Eh/bohr
net charge: -1
E_LUMO: 2.49 eV

---

[3]
ORCA calculation (ωB97M-V with the def2-TZVPD basis set) on a molecular structure, H23O12 in a non-equilibrium geometry.

```
35
Properties=species:S:1:pos:R:3:forces:R:3
O -0.1303 -3.1035 -0.4259 2.389 0.588 -0.209
H -1.0878 3.5462 0.8297 -0.532 0.551 1.581
H -2.4780 -1.7730 2.3279 -1.042 1.402 2.758
O 3.3903 -0.6980 -0.6445 -1.865 2.408 -3.025
H 2.4166 -0.3321 -0.5537 1.616 -1.560 -0.267
H 3.4546 -1.1432 0.1383 0.612 -1.980 3.324
O -0.2191 0.6843 -2.3946 -0.736 -1.458 0.961
H 0.5485 1.0654 -2.7909 0.779 -0.173 -0.626
O -2.6944 -1.4665 3.3143 -0.751 0.467 -2.538
H -0.2132 0.3948 4.8246 0.389 -2.735 0.676
H -3.4090 -0.7414 3.2703 1.858 -1.836 -0.365
O -1.3326 4.4300 1.2379 1.597 -0.313 -5.167
H 2.5490 2.3606 2.0700 2.527 0.560 -2.058
H -3.4527 -2.0249 -0.0316 -6.202 -3.709 -1.741
O 2.9172 -2.7356 -2.4906 0.186 0.643 2.038
H -0.4136 2.1709 -2.0295 2.328 1.516 0.231
H 0.3296 0.3699 -1.2394 0.248 0.103 0.348
O -0.0552 -0.5544 5.1723 2.496 8.473 6.013
H -0.2984 -1.1057 4.5802 -2.932 -5.733 -6.672
H 2.7970 -1.9586 -1.8641 0.815 -1.044 -0.500
O -2.2997 -1.0241 -2.9581 0.194 -2.173 -0.460
H -2.8835 -0.3201 -2.7553 -0.166 1.286 0.257
H -1.3876 -0.7183 -3.0703 -0.139 0.887 0.441
O 1.8606 2.2037 2.6416 -2.414 -0.473 2.132
H 1.1236 1.9647 2.0746 -0.119 -0.178 -0.132
H -2.2014 -1.7853 -0.4784 0.476 0.736 0.624
O 0.3233 2.9780 -1.9247 -2.401 -0.333 1.134
H -0.0306 -2.1664 -0.1573 -0.281 -0.370 -0.037
H 1.7385 0.7597 -0.3593 -1.542 0.744 0.478
O 0.9531 0.1900 -0.1942 0.224 0.564 -1.371
H 0.7669 2.9418 -2.7533 0.497 0.258 -0.995
H 2.4564 -2.4201 -3.2376 -0.866 0.259 -1.578
O -2.7928 -1.5550 0.2732 5.722 2.958 1.080
H 0.8365 -3.2692 -0.6755 -1.963 -0.031 0.203
H -1.0823 4.8354 0.2741 -1.001 -0.305 3.466
```
Positions in Å, forces in eV/Å.

Calculated values
largest force on an atom: 0.20779 Eh/bohr
net charge: -1
E_LUMO: 2.84 eV

---

[4]
ORCA calculation (ωB97M-V with the def2-TZVPD basis set) on a molecular structure, H24HeO12 in a non-equilibrium geometry.

```
37
Properties=species:S:1:pos:R:3:forces:R:3
He -0.1093 -0.3949 -0.4105 0.025 0.042 -0.110
O 2.1971 -1.9756 0.0780 0.552 0.131 -0.475
H 2.7912 -2.4828 0.6311 0.354 -0.036 0.224
H 1.4166 -1.8487 0.6174 -1.083 0.030 0.584
O -0.7792 1.8968 1.7083 -0.004 -0.167 0.028
H -1.1270 1.7710 2.5912 -0.133 -0.185 0.352
H -1.0546 2.7809 1.4657 -0.261 0.351 -0.095
O 2.9796 0.6082 -0.7767 0.131 0.527 -0.046
H 3.0817 0.5325 -1.7254 0.109 0.101 -0.268
H 2.6211 -0.2370 -0.5057 -0.045 -0.875 0.278
O -3.4395 -0.7176 -0.1355 -0.403 -0.481 0.772
H -2.9747 -1.5528 -0.0832 0.045 -0.327 -0.166
H -2.8186 -0.1235 -0.5571 0.409 0.852 -0.479
O 0.0308 -1.5671 1.8900 0.616 -0.397 -0.430
H -0.9041 -1.3903 1.9951 -0.641 -0.169 0.241
H 0.4640 -0.8085 2.2812 0.332 0.483 0.501
O -1.0442 -0.7421 -3.2370 -0.167 -0.089 -0.075
H -0.9060 -0.4453 -4.1365 -0.017 0.038 -0.358
H -0.1627 -0.8934 -2.8960 0.265 -0.139 0.184
O -2.0732 1.1844 -1.6016 -0.498 0.220 0.623
H -1.8425 0.6032 -2.3264 0.208 -0.417 -0.472
H -1.3614 1.8237 -1.5709 0.191 0.446 -0.113
O -2.7681 -1.1304 2.7285 0.583 -0.012 0.425
H -3.4306 -1.8183 2.6648 -0.184 -0.150 0.004
H -2.8715 -0.6223 1.9239 -0.499 0.334 -0.667
O 1.6932 -4.3123 -1.3976 0.021 -0.486 -0.399
H 1.0997 -4.7789 -0.8091 -0.156 -0.164 0.068
H 1.9312 -3.5185 -0.9185 -0.020 0.514 0.108
O 1.2865 2.5665 0.0624 -0.347 0.820 -0.091
H 0.5701 2.1773 0.5639 -0.223 -0.196 0.211
H 1.8298 1.8224 -0.1971 0.774 -0.523 -0.401
O 1.6426 0.7500 3.0951 -0.198 -0.454 0.130
H 1.2446 1.4122 2.5300 -0.174 0.433 -0.242
H 2.5103 0.6033 2.7185 0.340 0.014 -0.045
O -0.0169 3.4029 -2.3999 -0.430 -0.173 -0.507
H -0.2074 4.3210 -2.2079 -0.065 0.215 -0.019
H 0.5012 3.1039 -1.6527 0.591 -0.109 0.725
```
Positions in Å, forces in eV/Å.

Calculated values
largest force on an atom: 0.02393 Eh/bohr
net charge: 0
E_LUMO: 0.09 eV

---

[5]
ORCA calculation (ωB97M-V with the def2-TZVPD basis set) on 13 unconnected molecules or ions with the total composition H24NO15 in a non-equilibrium geometry.

```
40
Properties=species:S:1:pos:R:3:forces:R:3
N -0.2775 -0.0675 -0.0679 0.394 -1.089 0.413
O 0.3775 0.3745 0.9271 -0.387 0.113 -1.048
O -1.4485 -0.4665 0.1341 1.604 0.709 -0.723
O 0.3135 -0.2185 -1.1809 -1.096 0.582 2.089
O 0.9375 0.7975 -3.4619 0.552 2.136 -1.573
H 0.6515 0.5065 -2.6229 -1.203 -1.098 1.809
H 1.0495 1.7405 -3.2269 0.120 -0.388 -0.696
O -2.4425 -0.1525 2.6681 -0.783 0.345 1.736
H -2.0735 -0.4315 1.8531 0.376 -0.558 -1.587
H -1.7215 0.3685 3.0321 0.072 0.115 -0.019
O -4.0805 0.4015 0.1001 -0.915 -0.126 -0.350
H -3.2515 0.7615 -0.1909 0.580 0.115 -0.227
H -4.1355 0.6595 1.0151 0.123 0.039 0.648
O -0.5215 1.8265 3.3111 1.139 -0.353 -0.184
H 0.3145 1.5715 3.7361 -0.567 0.111 -0.033
H -1.1415 1.9925 4.0071 -0.467 0.375 0.713
O 2.4325 2.8085 2.0341 0.782 0.853 0.403
H 3.1235 2.8435 2.7071 0.182 0.225 -0.305
H 1.9095 2.0985 2.3631 -0.958 -0.936 -0.102
O -2.8285 -1.5975 -1.9519 -0.362 0.252 0.510
H -2.4915 -1.3775 -1.0609 -0.303 -0.132 -0.740
H -2.1965 -2.2315 -2.2799 0.501 -0.303 -0.250
O 0.1615 -2.1935 -3.0049 0.704 -0.362 -2.016
H 0.7085 -1.7805 -3.7089 -0.604 -0.584 0.498
H 0.2365 -1.5475 -2.3189 -0.239 0.356 1.108
O 3.2125 -0.3685 -2.8629 0.532 0.142 -1.777
H 3.5565 -0.3075 -3.7929 0.068 -0.315 1.435
H 2.3525 0.0645 -3.0489 0.037 -0.050 0.324
O -0.3385 -3.4385 -0.3049 -0.172 0.184 -0.241
H -0.2835 -2.7645 0.3811 -0.211 0.422 0.055
H -0.0475 -4.1705 0.2251 0.153 -0.924 0.056
O 0.5845 -2.1735 1.9371 1.520 -1.281 -0.193
H 1.4585 -2.2575 1.4961 -0.590 -0.426 0.413
H 0.4885 -1.2445 1.8251 -0.685 1.791 0.180
O -1.1225 3.0105 0.8801 -0.464 0.220 -1.136
H -0.6525 2.2415 1.2081 0.166 -0.243 0.244
H -1.2805 2.8215 -0.0659 0.144 0.188 0.756
O 3.0955 0.8255 -0.0449 2.003 -0.188 -1.306
H 3.1455 0.3695 -0.9129 -0.058 0.283 0.704
H 2.2245 0.7055 0.2701 -1.684 -0.202 0.413
```
Positions in Å, forces in eV/Å.

Calculated values
largest force on an atom: 0.05268 Eh/bohr
net charge: -1
E_LUMO: 2.32 eV

---

[6]
ORCA calculation (ωB97M-V with the def2-TZVPD basis set) on 12 unconnected molecules or ions with the total composition H24O12 in a non-equilibrium geometry.

```
36
Properties=species:S:1:pos:R:3:forces:R:3
O 1.7152 -27.5740 4.3445 -0.011 -0.066 0.597
H 1.1316 -28.3220 4.1857 0.137 -0.191 -0.246
H 2.2469 -27.8568 5.1033 0.085 0.215 -0.228
O 0.3287 -27.1972 1.8990 -0.494 0.651 1.838
H -0.4250 -27.5048 2.4413 0.297 0.237 -0.587
H 0.1609 -27.3388 0.9882 -0.815 0.031 -1.429
O 1.8708 -29.2258 1.8356 -0.184 -0.269 -0.184
H 2.6001 -29.1990 1.2178 0.241 -0.033 -0.060
H 1.3800 -28.3840 1.7294 0.724 -0.614 0.432
O -2.2438 -24.9784 0.9259 -3.140 -1.363 0.284
H -2.2530 -25.9382 0.7716 0.139 0.745 0.086
H -1.3770 -24.6866 0.8708 2.999 0.699 -0.470
O -0.6525 -22.7446 2.2212 0.844 0.498 0.030
H -0.4310 -21.8940 1.8335 0.459 0.048 -0.123
H -1.5905 -22.7320 2.1327 -1.387 -0.531 0.115
O -0.0268 -23.2260 5.1890 -0.585 -1.823 -0.196
H 0.2938 -22.3746 4.9975 0.481 1.763 -0.306
H -0.1081 -23.6434 4.3067 0.045 0.161 0.854
O 1.3295 -24.6746 2.9057 1.123 -2.432 0.755
H 0.6540 -24.2104 2.4843 -1.977 1.584 -1.260
H 1.0536 -25.6152 2.7710 0.604 0.748 0.089
O 0.4241 -24.4131 -0.0879 -0.154 -0.352 -0.420
H 1.2897 -24.3186 0.3434 -0.056 0.373 -0.425
H 0.4968 -24.1708 -1.0286 0.252 -0.108 0.796
O 3.6488 -25.4683 4.6266 2.909 0.923 1.162
H 2.8192 -25.7644 4.3994 -2.853 -1.149 -0.862
H 3.5627 -24.4956 4.6348 0.391 -0.539 0.092
O 3.2427 -23.0237 3.8514 0.762 2.798 1.374
H 2.6670 -23.6231 3.4185 -1.409 -1.194 -0.848
H 2.6983 -22.4628 4.4491 0.471 -0.817 -0.623
O 2.5983 -22.7430 0.9281 -0.967 -1.873 0.539
H 2.2882 -22.3188 1.7289 0.465 0.432 -0.025
H 3.0136 -22.1613 0.3324 0.689 1.434 -0.643
O -0.7743 -26.3942 4.9764 -0.675 0.011 -0.546
H 0.1602 -26.4994 4.8523 1.195 0.006 -0.542
H -0.8162 -26.5608 5.9069 -0.603 -0.002 0.977
```
Positions in Å, forces in eV/Å.

Calculated values
largest force on an atom: 0.06680 Eh/bohr
net charge: 0
E_LUMO: -0.04 eV
SMILES: O.O.O.O.O.O.O.O.O.O.O.O

---

[7]
ORCA calculation (ωB97M-V with the def2-TZVPD basis set) on 12 unconnected molecules or ions with the total composition H24O12.

```
36
Properties=species:S:1:pos:R:3:forces:R:3
O -0.4580 0.1781 0.5565 -0.233 0.265 -0.588
H -0.3665 0.6871 -0.2568 -0.221 0.010 0.016
H -0.7922 0.8166 1.1964 0.009 -0.084 0.309
O -4.0745 3.6891 0.9180 0.043 -0.178 -0.074
H -4.5771 2.9117 1.1864 0.000 0.103 0.018
H -3.2863 3.3255 0.4990 -0.050 0.102 0.109
O 1.7258 -3.9010 0.6894 0.316 0.142 -0.003
H 2.6637 -4.1066 0.7724 -0.136 -0.031 0.048
H 1.6609 -3.4380 -0.1535 0.133 -0.164 -0.226
O -0.0277 3.4947 -1.5125 -0.022 -0.225 0.194
H -0.0824 4.1005 -0.7648 -0.004 0.048 -0.085
H -0.5452 2.7309 -1.2337 -0.047 0.228 -0.079
O 1.4185 0.2988 -3.4869 -0.183 0.014 0.175
H 1.0781 0.0781 -2.6126 0.056 0.519 -0.058
H 0.7795 0.9312 -3.8345 0.049 0.145 -0.075
O -0.7264 3.2844 2.3570 0.124 -0.010 -0.296
H 0.1103 3.1952 1.8869 0.121 -0.057 0.166
H -0.7188 4.1928 2.6790 -0.142 -0.065 0.036
O -2.0561 1.8663 -4.2864 0.227 -0.221 0.095
H -1.9750 1.2977 -3.5124 -0.156 0.065 -0.082
H -2.0059 1.2567 -5.0314 -0.067 0.071 -0.030
O 1.1885 -2.5130 -2.7306 -0.038 0.175 0.314
H 1.2867 -1.5793 -2.5128 0.216 -0.413 -0.427
H 0.2350 -2.6417 -2.7870 0.343 -0.193 -0.272
O 0.9756 0.0322 3.6266 -0.013 0.444 0.314
H 0.5337 0.6980 4.1656 -0.009 -0.068 0.024
H 1.5133 -0.4606 4.2566 -0.089 0.245 -0.019
O 2.1756 -0.0744 1.1281 0.740 -0.070 -0.501
H 1.4439 0.1938 0.5608 -0.165 -0.225 0.490
H 2.7006 -0.6610 0.5720 0.085 0.043 0.111
O -0.6164 -3.8286 -0.9199 -0.293 0.186 -0.161
H -0.7663 -3.0278 -1.4349 -0.236 -0.203 0.455
H -0.2181 -3.5103 -0.1020 -0.165 -0.169 0.219
O 0.4226 -2.6824 3.5079 0.072 -0.289 0.389
H 1.2847 -2.2691 3.6302 -0.220 -0.102 -0.363
H 0.4627 -3.4749 4.0549 -0.043 -0.037 -0.140
```
Positions in Å, forces in eV/Å.

Calculated values
largest force on an atom: 0.01743 Eh/bohr
net charge: 0
E_LUMO: -0.78 eV
SMILES: O.O.O.O.O.O.O.O.O.O.O.O

---

| no. | gap between HOMO and LUMO (Ha) | E_tot (Eh) | HOMO (Eh) |
| --- | --- | --- | --- |
| 1 | 0.3411 | -840.7111 | -0.3363 |
| 2 | 0.3093 | -916.5858 | -0.2179 |
| 3 | 0.3559 | -916.6337 | -0.2514 |
| 4 | 0.4139 | -920.2004 | -0.4107 |
| 5 | 0.3454 | -1197.7169 | -0.2600 |
| 6 | 0.3695 | -917.2444 | -0.3708 |
| 7 | 0.3667 | -917.1814 | -0.3953 |